Entry 1:
261
Properties=species:S:1:pos:R:3:lowdin_charge:R:1 method="wB97M-V/def2-TZVPD" e_homo_ev=-8.65 gap_ev=9.103
O -8.0396 2.0759 -0.7937 -0.033
O -0.8624 -0.3511 1.3545 -0.182
O -4.5884 -2.2980 1.5504 -0.194
O 6.5661 1.5703 -2.5273 -0.153
O -4.8669 -2.8852 5.8619 0.013
O 0.6520 5.0269 -4.7936 -0.010
O 0.2174 -5.3322 -1.8244 -0.143
O 1.6392 2.4656 0.2562 0.012
O 2.4309 1.7966 -4.9149 -0.166
O -2.8916 3.0341 -1.3494 -0.022
O 2.7397 6.8907 0.1522 -0.147
O 0.8562 -3.0433 5.9068 -0.040
O 2.0836 0.7365 4.8849 -0.024
O 4.4633 -2.2421 -3.5461 -0.214
O -5.8433 1.6365 2.3920 -0.010
O -0.0348 -1.7182 -3.6155 0.008
O 0.4340 3.8121 3.7069 -0.050
O -5.5177 0.0915 -4.7778 -0.170
O -2.6843 -5.1524 2.4879 -0.144
O 9.7285 -5.1681 1.0868 0.024
O 3.5056 -2.3557 0.7355 -0.012
N -6.9181 3.8451 0.2976 -0.193
N -1.6641 3.1093 3.4369 -0.144
N -6.6916 -0.1897 3.2644 -0.157
N 0.3320 5.0015 -7.0595 -0.170
N 3.2895 -4.1364 -0.6652 -0.141
N 7.6680 -4.3702 1.6859 -0.180
N 0.8035 1.1106 6.7271 -0.180
N -2.7464 -2.4712 5.0275 -0.152
N 2.6650 -3.9294 4.7103 -0.152
N -1.5706 -0.2834 -4.6286 -0.161
N -1.1317 4.4976 -1.1062 -0.151
N 3.5142 2.0560 1.4915 -0.150
C -5.6328 4.4683 0.5696 -0.049
C -1.4326 -3.6548 -1.8814 -0.153
C -6.9474 -0.2271 -3.0712 -0.164
C -4.4998 -1.2840 -0.5948 -0.114
C -1.9638 -2.1944 3.8461 -0.034
C 0.5155 4.2914 -8.3225 -0.045
C -2.2137 4.3386 3.9688 -0.037
C 0.8159 -0.5123 -0.2548 -0.147
C -6.3911 0.5560 2.2293 -0.349
C -0.3808 0.1887 -0.8880 -0.125
C 4.1650 1.2051 0.5496 -0.061
C 1.6166 7.6758 0.5691 -0.186
C -8.1314 4.5529 0.6691 -0.059
C -0.6277 -5.7206 -2.9721 -0.121
C -0.3765 2.9095 3.4579 -0.342
C -1.9753 3.6993 -1.8114 -0.330
C -5.0475 -3.2919 0.6637 -0.182
C 3.2554 3.0975 -3.0744 -0.118
C -6.7831 0.4258 -5.3067 -0.226
C 3.6273 -2.8868 -0.3693 -0.344
C 7.5764 1.5331 -1.5023 -0.211
C 0.6673 4.4613 -5.8794 -0.328
C -7.2509 -1.5566 3.1321 -0.019
C 0.0423 0.5139 7.7979 -0.077
C -2.2161 -5.9354 3.5685 -0.206
C -1.0973 0.6804 0.3732 -0.189
C -0.0086 -3.9979 -1.5055 -0.256
C -1.6583 -4.5558 -3.1282 -0.127
C 7.9988 0.1031 -1.4130 -0.174
C 7.4441 -5.4239 2.6527 -0.050
C -3.8379 -1.3721 0.7933 -0.208
C 1.7141 -3.9213 5.6595 -0.322
C 4.1710 3.2764 -4.3286 -0.128
C 3.1932 -1.5212 -3.6417 -0.144
C -6.4907 0.3062 4.5902 -0.037
C -0.7933 -5.5467 3.9280 -0.148
C 1.1074 2.5655 6.7250 -0.019
C -1.8015 1.0507 -5.1176 -0.030
C 2.0968 5.9851 2.2737 -0.148
C -2.6978 2.1176 3.0173 -0.017
C 4.9729 -2.5068 -4.8539 -0.180
C 0.4644 -0.8478 1.2049 -0.161
C 3.7732 2.0638 -5.1868 -0.218
C 6.6963 -3.3022 1.6024 -0.047
C 4.2303 2.3329 2.7364 -0.035
C 3.8613 -4.8934 -1.8070 0.008
C -0.3828 -0.6217 -4.0145 -0.307
C 6.6597 -0.6435 -1.5944 -0.153
C -1.5926 -4.8732 1.6465 -0.209
C -7.8428 -0.1063 -4.3404 -0.114
C 3.2542 -5.2076 4.2361 -0.003
C -2.5920 -1.2788 -4.8227 -0.035
C -5.5662 -2.4816 -0.6087 -0.096
C -2.2192 -1.9451 6.2772 -0.041
C 8.8502 -4.3551 0.9846 -0.338
C 1.4203 7.3922 2.1044 -0.115
C -7.0188 2.6437 -0.3659 -0.317
C -0.3309 -5.1411 2.5060 -0.145
C 2.6808 -1.7917 -5.0863 -0.145
C -4.1070 -2.7534 4.9393 -0.328
C 2.8695 -4.9009 0.4728 -0.073
C 2.2374 2.5114 1.3076 -0.326
C 3.9621 -1.8655 -5.8435 -0.165
C -0.2511 6.3670 -7.0408 -0.014
C -0.2460 5.4124 -1.7819 -0.041
C 2.6451 -2.7747 3.8649 -0.045
C -1.2468 4.5692 0.3627 -0.021
C -5.6591 0.4319 -3.4075 -0.212
C 2.1585 2.1416 -3.5844 -0.231
C 2.9658 5.8298 1.0481 -0.213
C 1.3390 0.3095 5.7693 -0.315
C 5.9994 0.2518 -2.6761 -0.192
H 7.1573 1.8113 -0.5414 0.093
H 6.7268 -1.7229 -1.8846 0.120
H -1.2297 6.4337 -7.5030 0.087
H 0.3278 -4.2447 2.4938 0.078
H 4.0078 -2.2955 -6.8170 0.105
H 2.3163 -4.3478 1.2309 0.057
H -1.6008 -5.5727 0.7970 0.123
H 0.6215 -3.2774 -2.0117 0.086
H 4.4192 1.2353 -4.8442 0.096
H 3.7350 2.6125 -2.1919 0.101
H -7.4296 0.7212 5.0295 0.111
H 2.2313 -2.7700 -5.1731 0.113
H 0.7096 7.4218 -0.0054 0.088
H 1.0778 -0.7544 5.8853 0.104
H -4.7708 0.0308 -2.9518 0.095
H 1.9222 -2.8143 3.0287 0.074
H 5.2046 2.7975 2.5665 0.086
H -1.7241 -0.9951 6.1721 0.067
H -1.5526 -2.5883 -2.0487 0.076
H 0.8233 5.0416 -9.0787 0.096
H 5.2486 3.2989 -4.0669 0.105
H -6.7088 -1.2332 -2.7807 0.089
H 1.0190 3.4217 -5.9915 0.126
H -0.4197 3.8657 -8.6485 0.079
H -1.0981 -6.6795 -2.8743 0.100
H -3.5689 -0.8250 -4.8133 0.052
H -1.5995 -2.7001 6.6927 0.072
H 2.1833 -5.6583 0.1367 0.080
H 2.8374 4.0414 -2.7680 0.097
H 8.5091 -0.1067 -0.4735 0.106
H 6.1533 -0.0835 -3.7569 0.131
H -2.8804 4.1108 4.8094 0.093
H -8.3108 -1.6489 3.4452 0.095
H -0.3245 6.6665 -6.0277 0.066
H -0.6448 6.3749 -1.6923 0.070
H 0.1036 -3.8486 -0.4237 0.108
H -1.2234 -2.9573 3.8321 0.047
H 6.4900 -5.9143 2.5371 0.074
H -6.1909 -0.5158 5.2371 0.080
H -1.0136 0.7679 7.8025 0.079
H 0.0805 -0.5874 7.7865 0.087
H 3.6061 -2.5762 3.4343 0.082
H -0.3576 -6.4496 4.3617 0.113
H 5.0792 -3.6264 -4.9714 0.132
H 6.9653 -2.6065 0.8067 0.075
H -6.5818 -2.0977 -0.3553 0.101
H -4.2040 -3.9917 0.4715 0.115
H 4.7758 -5.4174 -1.5228 0.096
H -1.6606 1.7405 -4.2218 0.101
H 1.3872 5.2011 2.4028 0.046
H 0.1716 3.1227 6.9914 0.101
H -8.1926 -1.0785 -4.7068 0.108
H 8.9840 -3.4927 0.3415 0.124
H -7.5071 0.1790 -2.2480 0.086
H 0.6752 5.5041 -1.2080 0.082
H -3.0181 -1.8447 6.9494 0.068
H -2.8391 1.0980 -5.4227 0.086
H -2.0580 3.8731 0.6592 0.071
H 1.1587 -1.3610 -0.8806 0.090
H 0.2221 0.2763 -3.8537 0.119
H 4.9425 0.3419 -2.4218 0.086
H 1.8952 2.7821 7.4564 0.090
H -5.9789 2.2554 -0.5969 0.139
H -2.0884 -3.9198 -1.0806 0.077
H 5.1788 1.5498 0.2591 0.077
H 3.8408 2.2359 -6.2714 0.126
H -1.7187 3.8571 -2.8730 0.128
H 8.3004 2.3365 -1.7159 0.130
H 3.6606 -5.4442 0.9709 0.084
H 4.3092 -5.2017 4.1185 0.062
H 4.0087 5.9354 1.2629 0.111
H 2.6764 5.9178 3.1862 0.108
H 6.6607 -2.7331 2.5100 0.084
H 1.1852 2.6359 -3.5855 0.104
H 0.0451 -5.7801 -3.8588 0.118
H -6.8124 1.4966 -5.4310 0.111
H -3.7540 -1.4450 -1.3524 0.084
H -7.2840 -1.7719 2.0226 0.088
H 4.3319 -0.8803 -6.0463 0.090
H 3.3637 -0.4563 -3.5430 0.078
H -5.7225 1.0363 4.6116 0.061
H 0.2922 -5.9125 1.9739 0.118
H -6.6678 -2.3153 3.6165 0.065
H -2.9200 -5.8674 4.3720 0.119
H 3.5677 0.9239 -0.3322 0.076
H 3.6213 3.0351 3.3072 0.089
H 2.7894 4.8953 0.5145 0.098
H -2.5632 -2.0690 -4.0830 0.065
H -3.3258 2.3710 2.1809 0.068
H 7.4713 -5.0380 3.6431 0.076
H 2.5649 -1.8257 -2.8073 0.095
H 2.3748 -1.8792 4.3884 0.062
H 3.9364 4.2332 -4.8613 0.115
H -5.7200 1.5450 -3.2894 0.140
H -2.8045 4.9220 3.2472 0.091
H 4.4386 1.4206 3.2827 0.079
H 1.1284 -0.3925 1.9581 0.120
H 8.7558 -0.1895 -2.1923 0.130
H 0.3466 7.4680 2.3176 0.096
H -0.6563 1.5968 0.6962 0.080
H 1.8002 3.0180 2.1188 0.084
H -0.0133 5.1570 -2.7836 0.041
H 1.7542 -4.8062 6.3114 0.134
H -1.7650 -3.8836 1.2908 0.084
H 6.0592 -0.6275 -0.6827 0.087
H -1.1168 1.3973 -5.8505 0.067
H 1.7327 0.0647 -0.2635 0.067
H -8.2409 5.5884 0.2859 0.087
H 0.4754 -1.9314 1.3440 0.095
H -6.7481 0.1567 1.3114 0.122
H -0.7138 -4.7408 4.6590 0.079
H -8.6656 0.6079 -4.2158 0.114
H -0.0243 1.1058 -1.3818 0.103
H -5.0100 -0.3287 -0.6797 0.088
H -5.8809 -3.7666 1.1671 0.113
H -1.4145 4.9464 4.3440 0.075
H -8.1819 4.6117 1.7940 0.102
H 0.4131 7.0156 -7.5954 0.086
H -1.4312 -3.9781 -3.9928 0.074
H -0.1365 1.9082 3.1001 0.138
H -4.3383 -2.9378 3.8768 0.118
H 4.0450 -2.4560 -1.2584 0.108
H -5.6717 5.4855 0.2419 0.080
H -1.4964 -1.2216 4.0372 0.092
H 1.3899 2.7720 5.6913 0.055
H 1.2374 3.4895 -8.3194 0.081
H 2.8048 -5.3009 3.2352 0.069
H -3.8643 -0.4562 1.3663 0.110
H -2.1968 0.7817 0.2460 0.115
H -2.5205 -1.7821 -5.8212 0.111
H -6.9228 0.0039 -6.3157 0.124
H 5.6889 -3.6549 1.3857 0.068
H 0.4355 0.8627 8.7543 0.086
H -2.0992 -6.9724 3.1933 0.128
H 3.1042 -5.5632 -2.1748 0.082
H 2.9060 -6.0470 4.8642 0.098
H -1.4390 5.5451 0.7935 0.087
H -9.0209 4.0370 0.2743 0.083
H 8.2482 -6.1700 2.6065 0.093
H -0.3255 4.1109 0.7894 0.081
H 2.1680 1.3193 -2.8728 0.095
H 5.9292 -2.0066 -5.0266 0.104
H 1.8840 8.7088 0.3561 0.110
H -5.5035 4.3677 1.6366 0.077
H 4.4588 0.2524 1.0827 0.098
H 4.0431 -4.1391 -2.5543 0.061
H -4.7932 3.9712 0.0962 0.063
H -2.6504 -4.9522 -3.1900 0.097
H 1.9661 -1.0154 -5.3486 0.099
H -2.8276 -1.7557 0.7019 0.095
H -5.6480 -3.0904 -1.4667 0.080
H -0.9889 -0.4157 -1.5625 0.088
H -2.1672 1.2138 2.7733 0.054
H -2.4977 -2.3043 2.8827 0.081
H -3.3420 1.8042 3.8829 0.100
H 1.9491 8.1698 2.7302 0.116



Entry 2:
44
Properties=species:S:1:pos:R:3:lowdin_charge:R:1 method="wB97M-V/def2-TZVPD" e_homo_ev=-14.22 charge=+2 relative_energy_ev=1.111 gap_ev=5.987
Sn 0.0000 0.0000 0.0000 1.182
Cl 0.1011 0.3708 -2.5238 0.063
N 1.5606 3.6353 1.4953 -0.202
N 0.6569 1.7661 1.0085 -0.127
N 2.2200 4.8475 1.3666 0.156
N 1.2779 2.8150 0.4928 0.130
N 1.1596 3.1548 2.6570 0.176
C -1.8088 -0.3787 1.7119 -0.167
C -1.9440 0.9498 1.2616 -0.191
C 1.0422 -1.9558 1.0869 -0.146
C -2.4177 -0.4506 -0.4903 -0.185
C -0.0066 -0.5399 -6.3315 -0.001
C 1.6249 1.3942 -5.9837 -0.002
C 2.3391 -0.8697 -0.4455 -0.193
C -2.1019 -1.2410 0.6300 -0.159
C -2.3118 0.9066 -0.1074 -0.183
C -0.8900 1.8352 -6.0182 -0.002
C 0.2369 0.8735 -5.9553 -0.187
C 1.6300 -0.8422 1.7266 -0.179
C 1.4717 -1.9721 -0.2649 -0.155
C 0.6010 1.9789 2.3471 -0.147
C 2.4363 -0.1787 0.7756 -0.183
H 2.5289 5.1797 0.4406 0.139
H -2.4752 1.7564 -0.7450 0.118
H -0.6950 2.7308 -5.4268 0.107
H -0.9713 -0.8973 -5.9684 0.108
H -2.0764 -2.3178 0.6547 0.127
H -2.6513 -0.8100 -1.4769 0.114
H 2.4132 5.4182 2.2035 0.145
H 2.7977 -0.5817 -1.3747 0.107
H 1.7301 2.3055 -5.3930 0.107
H -1.8218 1.8398 1.8544 0.112
H 0.7686 -1.2035 -5.9457 0.108
H -1.0819 2.1808 -7.0464 0.148
H 0.3924 -2.6770 1.5521 0.129
H 1.5175 -0.5702 2.7620 0.117
H -1.5201 -0.6856 2.7037 0.126
H 3.0318 0.6974 0.9686 0.118
H 0.1766 1.2978 3.0745 0.137
H 1.9501 1.6512 -7.0045 0.148
H 2.3425 0.6625 -5.6102 0.107
H -0.0174 -0.6819 -7.4239 0.149
H -1.8231 1.3926 -5.6669 0.108
H 1.2013 -2.6934 -1.0167 0.127



Looking at E_LUMO for the records above, in order, we have 0.5 -8.2 eV.